# 1
The following is a quantum chemistry calculation of a cluster of 2 separate species, C31H52F17N2O8P4 in total, from OMol25.

HOMO-LUMO gap, eV: 5.68
Net charge: -1
E_HOMO, eV: -4.23

Cartesian coordinates (Å):
C  1.43443  4.18783  0.88266
C  0.85509  3.95867  -0.54135
C  -0.22785  2.84170  -0.61728
C  -1.17564  2.98943  0.59309
P  0.46940  1.09355  -0.97874
C  0.01791  0.26114  0.70327
C  -1.37442  -0.33336  0.79416
N  -1.54595  -1.57613  0.58161
O  -1.27872  0.71393  -1.43350
N  -1.42196  0.08675  -2.59585
O  -2.52937  0.21012  -3.03695
O  0.99358  -0.43549  -1.60859
C  2.42589  -0.56813  -1.70018
P  2.67681  -2.10076  -0.63748
C  1.17903  -3.16711  -0.50949
C  4.17971  -3.07657  -1.12498
P  2.59100  -0.98890  -3.56078
C  1.39430  -0.02129  -4.58031
C  2.02794  -2.74150  -3.84625
C  0.49039  -2.97851  -3.73499
C  3.14204  0.77962  -1.21478
C  3.47413  1.83947  -2.30525
C  4.62646  1.59782  -3.32657
C  5.58377  0.40361  -3.14924
C  5.51017  2.88580  -3.37551
C  4.27911  0.70023  -0.15088
F  5.11910  -0.37160  -0.29446
F  5.10235  1.77988  -0.31900
C  3.89008  0.75953  1.36546
F  2.82445  0.04161  1.72827
F  3.67010  2.06193  1.65833
C  5.04924  0.34166  2.35619
F  4.85399  1.08057  3.48591
F  6.26359  0.71360  1.92645
C  5.06446  -1.15459  2.80520
F  6.38036  -1.47029  2.99234
F  4.62484  -2.02673  1.88982
C  4.38470  -1.46809  4.17082
F  3.18921  -0.88983  4.35675
F  5.20939  -1.05755  5.15682
C  4.17530  -3.01864  4.42286
F  4.25346  -3.16446  5.77338
F  5.17187  -3.76626  3.92596
C  2.76248  -3.54439  4.04224
F  1.86987  -3.25134  5.00630
F  2.28213  -3.04405  2.89691
C  2.72242  -5.12135  3.89692
F  3.49329  -5.73941  4.78752
F  2.96022  -5.49627  2.64716
F  1.45450  -5.49652  4.16511
O  2.08066  1.48144  -0.54045
H  1.45508  3.26702  1.47142
H  2.43816  4.62851  0.82542
H  0.77095  4.90059  1.39174
H  0.31352  4.89322  -0.78523
H  1.62806  3.86482  -1.31035
H  -0.83061  3.09823  -1.50086
H  -0.72444  2.81037  1.57139
H  -2.08219  2.39311  0.43312
H  -1.53271  4.03761  0.60955
H  0.53883  1.55577  -2.33820
H  0.66379  -0.62574  0.75779
H  0.27710  0.86441  1.58177
H  -2.25348  0.25642  1.08526
H  -2.53342  -1.81150  0.68140
H  1.00606  -3.36344  0.55201
H  1.42451  -4.15475  -0.94922
H  0.28694  -2.81258  -1.02155
H  3.94849  -4.14750  -1.23306
H  4.49470  -2.74531  -2.12885
H  5.02212  -2.97198  -0.43812
H  1.28907  1.03252  -4.31299
H  0.38185  -0.44333  -4.63388
H  1.78299  -0.04808  -5.61231
H  2.58363  -3.47872  -3.26053
H  2.29331  -2.93237  -4.89817
H  0.02249  -2.95716  -4.73051
H  -0.03650  -2.23755  -3.12584
H  0.29590  -3.98524  -3.33931
H  2.53962  1.93661  -2.87165
H  3.60262  2.83415  -1.86781
H  4.19245  1.53719  -4.33555
H  5.98384  0.13466  -4.13917
H  5.16104  -0.51001  -2.73491
H  6.45787  0.71620  -2.55805
H  4.89636  3.79154  -3.27304
H  6.19613  2.88828  -2.51581
H  6.08256  2.94448  -4.30946
O  -7.23715  2.53967  1.63965
P  -7.73672  1.13109  1.54221
O  -6.51063  0.23390  2.13698
C  -6.24449  0.24658  3.53824
C  -7.27519  -0.54509  4.32490
O  -7.51501  0.85682  -0.06306
C  -7.41404  1.94452  -0.98597
C  -5.96617  2.29561  -1.26499
O  -8.81539  -0.12883  1.61301
C  -10.18923  0.10664  1.23954
C  -10.39472  0.16237  -0.26577
H  -6.19164  1.27953  3.89619
H  -5.26001  -0.20051  3.67270
H  -8.25313  -0.05807  4.29014
H  -6.97722  -0.63286  5.37091
H  -7.39716  -1.54314  3.90423
H  -7.96915  2.81128  -0.62389
H  -7.89697  1.62599  -1.91337
H  -5.37967  2.38390  -0.35148
H  -5.89710  3.23440  -1.81776
H  -5.49666  1.51263  -1.86250
H  -10.55361  1.02132  1.71363
H  -10.76219  -0.72603  1.64816
H  -10.09358  1.12909  -0.66897
H  -11.44990  0.02369  -0.50936
H  -9.80924  -0.60570  -0.76847

Forces on the atoms, in the same order (eV/Å):
-0.2 0.1 -0.6
-0.7 0.4 0.4
0.6 0.5 0.8
-0.4 0.7 -0.7
-1.3 0.8 0.0
0.1 -0.8 0.1
0.3 -0.1 0.3
0.0 -0.2 0.1
0.0 -0.4 -0.9
-0.3 0.5 0.2
-0.1 -0.3 0.0
0.9 0.5 1.1
-1.6 -1.4 -2.1
0.7 0.9 2.3
0.6 -1.2 -1.0
-0.4 -0.2 -1.3
2.1 0.0 -0.5
-0.6 -0.3 -0.5
-1.4 0.4 -0.1
0.0 -0.4 -0.2
-1.9 1.2 0.3
0.5 -1.0 -1.2
0.5 0.9 -0.3
0.5 0.2 -0.3
-0.3 -0.2 0.3
0.5 -0.3 -0.1
-0.4 -0.2 -0.1
-0.1 -0.1 0.1
0.4 0.6 0.1
0.0 0.1 0.0
-0.3 -0.2 -0.1
-0.3 0.7 0.2
-0.2 -0.4 0.1
-0.2 -0.3 -0.4
1.1 -0.5 0.1
-0.2 0.1 0.1
-0.4 0.4 -0.1
0.2 -0.6 0.4
0.1 0.1 -0.3
-0.1 0.2 -0.3
0.0 0.6 1.0
-0.2 -0.1 -0.1
-0.3 0.1 -0.6
-0.5 -1.1 -0.4
0.5 0.3 0.2
0.5 0.2 0.0
-1.5 0.4 0.2
0.4 0.0 -0.4
0.7 -0.1 0.3
0.2 0.0 -0.1
0.2 -0.8 0.5
0.2 0.1 -0.1
-0.2 -0.2 0.2
0.3 -0.2 0.1
0.2 -0.2 -0.1
-0.1 -0.3 0.2
0.2 -0.5 0.1
-0.1 -0.2 -0.2
0.3 -0.1 0.3
0.1 -0.2 0.1
0.5 0.1 0.1
0.0 0.3 0.0
-0.2 0.2 -0.3
0.4 0.4 -0.1
0.0 0.0 0.0
-0.2 0.4 -0.2
-0.1 0.3 0.0
0.1 0.3 0.4
-0.1 0.2 0.1
0.2 -0.1 0.3
-0.3 0.2 0.0
0.2 -0.2 0.2
0.2 0.1 0.4
0.1 0.0 0.3
0.0 0.4 0.1
0.2 0.2 0.3
0.2 0.1 0.2
0.2 -0.1 0.0
-0.1 0.3 0.0
0.2 -0.2 0.2
0.0 -0.5 0.5
-0.1 -0.3 0.4
-0.1 0.0 0.2
-0.1 0.3 0.0
-0.3 -0.2 0.1
0.1 -0.2 -0.3
-0.1 0.0 -0.3
0.0 0.0 0.2
-3.0 -0.1 2.0
5.2 -2.7 -4.3
-1.0 0.2 0.2
0.0 0.0 0.3
-0.2 0.1 -0.1
-0.8 0.1 0.4
0.3 0.3 -0.1
0.2 -0.2 -0.1
-0.7 2.5 1.6
-0.3 -0.2 -0.3
0.1 0.3 -0.1
0.0 0.0 0.0
0.0 0.0 -0.2
0.0 0.0 0.1
0.0 0.0 0.0
0.1 0.0 0.0
0.1 0.0 0.1
0.0 -0.2 0.1
-0.2 0.1 0.1
0.0 0.0 0.0
0.0 0.0 0.0
0.0 0.0 0.0
0.2 0.0 0.1
0.0 -0.1 0.0
0.0 0.0 0.1
0.0 0.0 0.1

# 2
The following is a quantum chemistry calculation of a structure of composition C31H53As2CrN5O10P2, from OMol25.

HOMO-LUMO gap (spin up / spin down), eV: 3.48 / 3.75
2S+1: 5
Net charge: +2
E_HOMO (spin up / spin down), eV: -10.11 / -10.36
Relative energy (zero: lowest compared OMol25 entry of this formula, charge and spin), kJ/mol: 256.54

Cartesian coordinates (Å):
Cr  2.81775  0.41715  0.62878
C  0.06741  1.19119  2.81379
P  1.71171  0.37714  2.77057
C  1.47070  -1.04003  3.90508
C  2.73895  1.47255  3.81810
C  2.21914  2.10392  4.94384
C  3.01625  2.94717  5.70289
C  4.33322  3.17931  5.33101
C  4.86838  2.54259  4.22120
C  4.08314  1.67241  3.46990
P  4.71351  0.70690  2.05742
C  5.21296  -0.86621  2.86701
C  6.36596  1.41539  1.72915
H  -0.51071  0.81373  3.65509
H  -0.47438  0.96347  1.89504
H  0.17213  2.27189  2.90927
H  1.20900  -0.64459  4.88529
H  2.37622  -1.63909  3.98826
H  0.65748  -1.66883  3.54333
H  1.18478  1.95033  5.22877
H  2.60905  3.42604  6.58328
H  4.94590  3.85865  5.90840
H  5.89680  2.73801  3.94798
H  5.60749  -0.66665  3.86159
H  5.98644  -1.34495  2.26363
H  4.36084  -1.54065  2.94205
H  6.98950  1.27582  2.61021
H  6.30882  2.47293  1.47439
H  6.82506  0.87777  0.89767
N  2.95845  -1.74056  0.29082
N  2.77941  -1.68844  -1.12418
C  1.74372  -0.79751  -1.49244
O  1.49410  -0.68135  -2.66975
O  1.27993  -0.05822  -0.51790
H  3.81281  -2.26142  0.45808
H  2.18456  -2.28463  0.69236
H  2.62403  -2.60106  -1.54536
N  0.25574  2.46850  -3.29311
C  1.35753  2.38328  -2.27258
C  1.44914  3.66402  -1.46243
C  2.54121  3.55309  -0.39538
N  2.19717  2.50817  0.61629
C  3.89590  3.27972  -1.04071
C  3.90654  2.07245  -1.97784
N  3.97842  0.80538  -1.20323
C  2.70660  2.09570  -2.95381
H  -0.31851  3.29521  -3.13940
H  -0.56805  1.61608  -3.22578
H  0.65202  2.51174  -4.22805
H  1.08662  1.57889  -1.59920
H  0.48365  3.85584  -0.98257
H  1.68675  4.51821  -2.10274
H  2.60715  4.52193  0.10185
H  1.18506  2.36512  0.58098
H  2.39717  2.86974  1.54766
H  4.65848  3.15240  -0.26533
H  4.16658  4.16695  -1.61555
H  4.81075  2.13715  -2.58703
H  4.94630  0.68558  -0.91448
H  3.80405  0.03173  -1.84788
H  2.64251  1.14310  -3.48450
H  2.90758  2.88715  -3.68292
C  -1.53600  -0.39004  -5.13291
O  -1.93038  -1.07288  -3.94662
C  -1.92607  -0.38252  -2.79939
O  -1.68229  0.87086  -2.80744
C  -2.23916  -1.14232  -1.65283
C  -2.72207  -2.47545  -1.72654
As  -4.43272  -2.44540  -2.65620
C  -5.39408  -3.96534  -1.85129
C  -5.22509  -1.12406  -1.37688
C  -4.63981  -0.47766  -0.36861
As  -2.70065  -0.08290  -0.11741
C  -2.53168  -1.38550  1.36734
C  -5.32010  0.35353  0.69000
O  -5.03164  1.52375  0.79269
O  -6.06159  -0.22117  1.63567
C  -6.28126  -1.63100  1.67625
C  -6.69355  -0.93053  -1.62094
O  -7.48865  -0.48393  -0.83501
O  -7.01701  -1.29822  -2.86614
C  -8.37437  -1.05554  -3.26015
C  -2.06159  -3.56403  -1.07002
O  -1.07753  -3.44571  -0.31840
O  -2.59036  -4.76866  -1.34339
C  -1.96765  -5.89491  -0.72679
H  -1.84201  -1.01884  -5.96291
H  -0.44846  -0.27343  -5.15043
H  -2.02028  0.58329  -5.20306
H  -5.07902  -4.88047  -2.34586
H  -6.46170  -3.82604  -2.01564
H  -5.19296  -4.05076  -0.78472
H  -2.86334  -2.37832  1.07514
H  -3.12893  -1.03564  2.21282
H  -1.48443  -1.43363  1.66256
H  -6.90575  -1.80422  2.54772
H  -5.33932  -2.17007  1.79623
H  -6.80562  -1.98526  0.79478
H  -8.45193  -1.37936  -4.29246
H  -8.60668  0.00414  -3.17307
H  -9.06427  -1.61813  -2.63349
H  -2.62805  -6.74027  -0.89289
H  -1.83430  -5.72720  0.34099
H  -0.99455  -6.09344  -1.17755

Forces on the atoms, in the same order (eV/Å):
-0.8 0.0 -2.0
0.2 -0.1 -0.5
-0.6 0.3 1.7
0.1 -0.3 -0.6
0.2 0.0 -0.3
-0.1 0.0 0.0
0.0 0.0 0.0
0.0 0.0 0.0
0.1 0.0 -0.1
-0.3 0.1 -0.2
1.1 0.1 1.6
-0.2 0.0 -0.4
-0.4 0.0 -0.5
0.0 0.0 0.0
-0.2 0.0 0.0
0.0 0.0 0.0
0.0 0.1 0.0
0.0 0.0 0.1
0.0 -0.1 0.0
0.0 0.0 0.0
0.0 0.0 0.0
0.0 0.0 0.0
0.0 0.0 0.0
0.0 0.0 0.0
0.0 -0.1 0.0
0.1 0.0 0.1
0.0 0.0 0.0
0.0 0.0 0.0
0.1 0.0 0.0
-0.2 0.1 0.2
-0.1 -0.7 0.0
-0.7 0.5 -1.0
-0.2 -0.2 0.4
0.8 0.0 0.8
0.1 0.1 0.1
0.1 0.2 0.2
0.1 0.0 -0.1
-0.1 -0.3 0.2
0.1 0.1 -0.2
-0.1 -0.1 0.2
0.2 0.2 -0.5
-0.2 -0.7 0.3
0.0 -0.1 0.0
-0.4 0.6 -0.3
0.0 -0.2 0.3
-0.1 -0.1 0.3
0.1 0.1 -0.1
-0.2 -0.5 0.5
-0.2 0.1 -0.1
-0.1 -0.1 -0.2
0.0 0.1 0.0
0.0 0.0 0.0
-0.1 -0.1 0.2
0.0 0.1 0.1
0.0 0.1 0.0
0.1 0.1 0.0
0.1 0.0 0.0
0.0 -0.1 0.0
0.1 0.0 -0.1
0.1 0.0 0.1
0.1 0.1 -0.1
0.0 0.0 0.0
0.0 0.0 0.2
0.4 -0.1 -0.7
-0.5 -0.7 1.4
0.9 0.9 -0.3
1.3 1.4 -0.6
-0.8 -0.2 -0.4
0.3 0.0 0.1
0.0 0.0 0.1
0.0 -0.2 0.0
-0.3 0.5 0.4
-0.1 -0.8 -0.3
0.0 0.2 0.0
0.1 0.2 -0.2
-0.3 -0.1 0.0
0.0 0.0 0.2
0.0 -0.1 0.0
0.0 0.0 0.1
0.0 0.1 0.0
0.0 0.0 -0.1
-0.2 0.0 0.1
1.1 0.1 0.9
-0.5 -0.2 -0.7
-0.1 -0.1 0.0
0.1 0.0 0.1
0.0 0.0 0.0
0.0 0.0 0.0
0.0 0.0 -0.1
0.0 0.0 0.0
0.0 0.0 0.0
0.0 0.0 0.0
0.1 0.0 0.0
0.0 0.1 0.0
0.1 -0.1 0.0
0.0 0.0 0.0
0.0 0.0 0.0
0.0 0.1 0.0
0.1 0.0 0.0
0.0 0.0 0.0
0.0 0.0 0.0
0.0 0.0 -0.1
0.0 0.0 0.0
0.0 0.0 0.0

Electronic energy: -4986.9251, -8437.4379 (Ha)